(1)
{
  "formula": "C19H35N3OSV",
  "method": "ωB97M-V/def2-TZVPD",
  "species": ["V", "C", "C", "C", "C", "C", "C", "H", "H", "H", "H", "H", "N", "C", "C", "N", "C", "C", "H", "H", "H", "H", "H", "H", "H", "H", "H", "H", "H", "C", "C", "C", "C", "C", "N", "H", "H", "H", "H", "H", "H", "H", "H", "H", "C", "C", "S", "O", "C", "C", "H", "H", "H", "H", "H", "H", "H", "H", "H", "H"],
  "positions_angstrom": [[-0.284, 0.122, -0.232], [-4.396, -2.168, 0.489], [-4.198, -0.880, 0.018], [-2.897, -0.460, -0.258], [-1.772, -1.275, -0.055], [-2.013, -2.566, 0.430], [-3.305, -3.009, 0.690], [-5.398, -2.518, 0.702], [-5.040, -0.216, -0.135], [-2.781, 0.571, -0.631], [-1.183, -3.238, 0.623], [-3.466, -4.013, 1.062], [-0.596, -1.091, -5.275], [-1.439, 0.076, -4.826], [-0.831, 0.688, -3.572], [-0.655, -0.298, -2.499], [0.152, -1.440, -2.945], [-0.427, -2.114, -4.177], [0.324, -0.753, -5.568], [-1.016, -1.528, -6.098], [-2.435, -0.320, -4.630], [-1.494, 0.788, -5.647], [-1.485, 1.489, -3.234], [0.138, 1.139, -3.800], [-1.565, -0.658, -2.198], [0.200, -2.173, -2.140], [1.173, -1.098, -3.136], [-1.418, -2.520, -3.976], [0.214, -2.909, -4.553], [0.029, 1.868, 4.916], [-0.446, 0.500, 4.402], [-1.915, 0.251, 4.782], [0.454, -0.628, 4.931], [-0.354, 0.500, 2.933], [-0.279, 0.492, 1.788], [-0.056, 1.875, 6.002], [-0.585, 2.677, 4.520], [1.072, 2.049, 4.655], [-1.991, 0.237, 5.869], [-2.265, -0.707, 4.399], [-2.562, 1.041, 4.402], [0.390, -0.636, 6.019], [1.496, -0.471, 4.650], [0.129, -1.600, 4.561], [4.935, 0.644, -0.544], [3.981, 0.985, -1.676], [2.276, 1.361, -1.241], [1.772, 0.121, -0.475], [2.382, 2.702, -0.026], [2.756, 2.296, 1.396], [5.835, 0.204, -0.972], [4.497, -0.082, 0.140], [5.236, 1.526, 0.008], [3.862, 0.140, -2.357], [4.309, 1.839, -2.274], [1.378, 3.132, -0.055], [3.053, 3.443, -0.468], [2.389, 1.296, 1.627], [2.290, 2.995, 2.090], [3.824, 2.323, 1.567]],
  "forces_ev_per_angstrom": [[-0.24, -0.10, -0.44], [0.02, 0.01, -0.01], [0.06, -0.05, 0.00], [0.00, 0.00, -0.04], [-0.14, -0.26, 0.11], [-0.09, 0.06, -0.05], [0.03, 0.02, -0.01], [0.00, 0.00, 0.00], [0.02, -0.01, 0.00], [0.03, 0.01, 0.03], [0.01, -0.01, 0.01], [0.00, 0.01, 0.00], [-0.03, -0.01, 0.03], [0.02, -0.04, 0.00], [0.04, -0.08, 0.03], [0.03, 0.07, 0.01], [-0.01, 0.07, 0.02], [-0.02, 0.03, -0.02], [0.01, 0.00, -0.01], [-0.01, -0.01, 0.00], [-0.02, -0.01, -0.01], [0.01, 0.02, -0.02], [-0.02, 0.01, 0.02], [0.03, 0.00, 0.01], [-0.02, 0.00, -0.03], [-0.01, -0.01, 0.03], [0.00, 0.01, 0.00], [-0.01, -0.01, -0.01], [0.02, -0.01, -0.01], [0.00, 0.00, -0.01], [-0.05, -0.02, -0.02], [0.01, 0.00, -0.02], [-0.01, 0.01, -0.02], [0.00, 0.06, 0.18], [0.14, 0.06, 0.36], [0.00, 0.00, -0.02], [0.01, -0.01, 0.01], [-0.01, 0.00, 0.00], [0.00, 0.00, 0.00], [0.00, 0.01, 0.00], [0.00, 0.00, 0.00], [0.00, 0.00, -0.01], [-0.01, 0.00, 0.00], [0.01, 0.01, 0.00], [-0.06, -0.08, -0.05], [0.00, -0.05, 0.08], [0.19, -0.05, -0.04], [-0.01, 0.29, -0.09], [0.05, -0.03, 0.04], [-0.08, -0.03, -0.05], [-0.01, 0.00, 0.01], [0.00, 0.01, 0.00], [0.01, 0.11, 0.08], [0.00, 0.00, -0.03], [-0.01, 0.02, 0.02], [-0.02, 0.00, -0.02], [0.00, -0.02, 0.02], [0.00, 0.03, -0.02], [0.01, 0.00, -0.01], [0.13, -0.03, -0.03]],
  "multiplicity": 4,
  "gap_ev": [7.529, 8.269],
  "s2": 3.768,
  "charge": 2,
  "e_homo_ev": [-12.91, -13.69],
  "e_above_lowest_kj_mol": 30.7
}

(2)
{
  "formula": "C3H13NO3",
  "method": "ωB97M-V/def2-TZVPD",
  "species": ["C", "C", "C", "N", "H", "H", "H", "H", "H", "H", "H", "H", "H", "O", "H", "H", "O", "H", "H", "O"],
  "positions_angstrom": [[1.288, 1.686, -0.981], [0.488, 0.522, -1.532], [0.571, -0.787, -1.290], [-0.477, -1.622, -1.680], [0.927, 1.745, 0.048], [2.356, 1.635, -1.150], [0.873, 2.617, -1.367], [-0.468, 0.842, -1.945], [1.406, -1.246, -0.779], [-0.365, -2.605, -1.859], [-1.185, -1.209, -2.251], [0.927, -0.363, 1.856], [2.050, 0.353, 2.661], [1.726, -0.497, 2.366], [-3.434, -0.881, -0.798], [-2.126, -1.551, -0.371], [-2.698, -0.786, -0.185], [-0.667, 0.647, 2.822], [-1.097, 1.716, 1.854], [-0.326, 1.411, 2.347]],
  "forces_ev_per_angstrom": [[-1.37, -0.40, 0.08], [-0.37, 0.34, 0.22], [0.04, 0.56, -0.56], [-0.18, -0.94, 0.43], [1.03, 0.04, 0.46], [0.15, 0.01, 0.40], [0.36, -0.02, -0.55], [0.08, -0.09, -0.30], [0.03, -0.13, 0.03], [0.54, 0.12, -0.05], [-0.04, 0.27, -0.27], [0.02, 0.54, -0.12], [-0.29, 0.32, -0.16], [0.44, -0.97, 0.17], [-0.06, 0.02, 0.11], [0.06, 0.47, 0.01], [-0.22, -0.21, 0.09], [0.05, -0.03, 0.20], [0.08, 0.07, -0.07], [-0.36, 0.03, -0.11]],
  "gap_ev": 8.636,
  "smiles": "C/C=C/N.O.O.O",
  "e_homo_ev": -7.96,
  "e_above_lowest_kj_mol": 119.7
}